1.
Entry from the Open Molecules 2025 dataset: C10H15F3O6S as an isolated structure (ωB97M-V/def2-TZVPD).

Each line ends with the Mulliken charge.
Element x y z (Å)
C (-1.955040, -1.903258, 1.912743)  -0.775
C (-0.886094, -2.137219, 2.663185)  -0.169
C (-0.197269, -1.082672, 3.493895)  -1.345
C (1.015936, -0.375610, 2.848292)  1.785
C (2.338089, -0.661192, 3.558110)  -1.683
C (1.152281, -0.620615, 1.340432)  -0.590
O (1.874284, 0.550842, 0.889757)  -0.395
S (1.045629, 1.761403, 1.497726)  1.081
O (-0.188367, 1.875055, 0.796155)  -0.464
O (1.880669, 2.888540, 1.657236)  -0.589
O (0.780837, 1.078056, 2.903996)  -0.427
H (-2.523878, -2.718999, 1.486871)  0.279
H (-2.293474, -0.897056, 1.693831)  0.267
H (-0.459343, -3.134950, 2.683461)  0.352
H (0.130015, -1.535262, 4.428045)  0.365
H (-0.920206, -0.311139, 3.747061)  0.441
H (2.172149, -0.907508, 4.604378)  0.465
H (3.006906, 0.193354, 3.503389)  0.364
H (2.822007, -1.522837, 3.101291)  0.320
H (1.726563, -1.497385, 1.063194)  0.439
H (0.194168, -0.664103, 0.829500)  0.278
C (-1.768638, 1.479486, -1.908971)  -0.990
C (-0.546338, 1.887781, -2.693598)  -0.200
O (-0.055554, 0.792495, -3.507597)  -0.321
C (-0.673487, 0.599282, -4.658306)  0.327
O (-1.585315, 1.223322, -5.114655)  -0.513
C (-0.010507, -0.577986, -5.412004)  0.914
F (0.211346, -1.618419, -4.602090)  -0.248
F (1.167318, -0.188185, -5.917352)  -0.253
F (-0.780123, -0.985587, -6.412803)  -0.241
H (-1.549458, 0.599908, -1.303750)  0.154
H (-2.060364, 2.288642, -1.241577)  0.351
H (-2.604640, 1.245201, -2.567745)  0.418
H (0.279876, 2.128528, -2.029348)  0.290
H (-0.739977, 2.748087, -3.332753)  0.317

Forces on the atoms, in the same order (eV/Å):
0.08 -0.15 0.02
0.08 0.13 -0.10
0.13 0.06 -0.33
0.07 -0.25 -0.12
-0.13 -0.08 0.13
0.05 0.07 -0.20
-0.13 0.01 -0.12
-0.02 -0.03 0.12
-0.11 0.05 -0.04
0.22 0.09 -0.01
-0.05 -0.06 0.09
0.20 0.01 -0.35
-0.25 0.04 0.38
-0.22 -0.12 0.29
-0.04 0.00 0.06
-0.02 0.08 -0.01
0.00 0.16 0.09
0.05 0.00 -0.12
0.06 -0.04 -0.01
0.16 0.00 0.17
-0.09 0.06 0.04
-0.10 -0.19 -0.09
0.01 0.23 0.19
0.02 -0.01 -0.04
0.02 0.00 0.01
0.01 -0.02 0.00
-0.02 0.02 0.02
0.00 -0.03 0.04
0.04 0.03 0.00
-0.04 0.00 -0.05
0.02 0.05 0.06
0.02 -0.01 0.02
0.02 0.07 -0.04
0.03 -0.08 -0.02
-0.03 -0.08 -0.09

Calculated values
energy above the lowest of the compared OMol25 structures with the same formula, charge and spin = 0.000 eV
2S+1 = 1
HOMO energy = -10.44 eV
frontier orbital gap = 11.0 eV
max |F| = 0.009 Eh/bohr


2.
Entry from the Open Molecules 2025 dataset: C11H23ClEuNO6P2 as an isolated structure in a non-equilibrium geometry (ωB97M-V/def2-TZVPD).

Each line ends with the Mulliken charge.
Element x y z (Å)
Eu (0.178897, 1.212339, 0.311131)  1.076
P (2.452507, -0.762743, 0.301779)  0.817
C (2.408264, -0.725749, -1.531053)  -0.835
C (1.113116, -1.213281, -2.148475)  0.528
N (-0.040784, -0.687267, -1.674947)  0.403
C (-1.205743, -1.119194, -2.206447)  0.386
C (-1.251300, -2.081592, -3.217570)  -0.766
C (-0.065830, -2.601061, -3.725053)  -0.560
C (1.135143, -2.155036, -3.181977)  -0.933
C (-2.527491, -0.588042, -1.679397)  -1.098
P (-2.472377, 1.102662, -0.949473)  0.696
H (2.100918, -2.523686, -3.524911)  0.452
H (-2.225597, -2.391957, -3.592408)  0.450
H (-0.075904, -3.338549, -4.524914)  0.433
H (-3.271168, -0.585177, -2.493458)  0.513
H (-2.905305, -1.259237, -0.885719)  0.428
H (2.531809, 0.410937, -1.771815)  0.050
H (3.260991, -1.311903, -1.907056)  0.457
H (1.236757, 2.985993, -1.302318)  0.387
O (1.870062, 2.174632, -1.486591)  -0.718
H (1.845363, 2.080362, -2.454651)  0.321
H (0.051848, 3.706596, 0.441386)  0.359
O (-0.019108, 3.557546, -0.544184)  -0.721
H (-0.898911, 3.920296, -0.777510)  0.341
C (-2.943699, 2.089437, -2.419068)  -1.367
H (-3.906293, 1.741743, -2.824167)  0.429
H (-3.033447, 3.150005, -2.135124)  0.412
H (-2.166730, 1.993202, -3.193019)  0.355
C (-4.041418, 1.070770, -0.021721)  -1.319
H (-4.052860, 1.936938, 0.654075)  0.373
H (-4.912524, 1.117779, -0.688612)  0.400
H (-4.087802, 0.160270, 0.590844)  0.392
C (2.160288, -2.501385, 0.726187)  -1.133
H (3.108909, -3.051171, 0.714471)  0.386
H (1.733012, -2.522288, 1.738691)  0.294
H (1.446916, -2.964523, 0.036046)  0.361
C (4.231718, -0.586758, 0.634705)  -1.411
H (4.331688, -0.238026, 1.673331)  0.386
H (4.741871, -1.552668, 0.522370)  0.420
H (4.678756, 0.163566, -0.031393)  0.375
O (0.527800, -0.868899, 3.420829)  -0.541
Cl (-0.107893, 0.421051, 3.244594)  1.660
O (-0.637360, 0.950399, 4.447164)  -0.585
O (0.887550, 1.386585, 2.629199)  -0.694
O (-1.183939, 0.296684, 2.202325)  -0.662

Forces on the atoms, in the same order (eV/Å):
0.56 -1.41 -0.09
-0.39 0.12 0.04
0.34 1.20 -0.90
0.10 0.02 -0.02
-0.21 -0.24 -0.18
0.08 -0.19 -0.15
0.07 0.17 0.01
0.03 0.16 0.20
0.00 0.11 0.29
0.16 -0.20 0.06
-0.84 -0.34 -0.41
-0.31 0.03 0.01
0.30 0.00 0.01
0.00 0.15 0.17
0.20 -0.13 0.32
0.20 0.18 -0.31
0.20 -2.56 0.29
-0.28 0.33 -0.20
2.01 -1.80 -0.89
-1.69 2.23 -0.07
0.12 0.08 0.37
0.00 0.64 -1.31
-1.31 1.17 1.94
0.60 -0.13 -0.04
0.15 0.24 -0.12
0.31 0.16 0.10
-0.05 -0.28 -0.21
-0.25 0.09 0.18
-0.10 0.24 0.35
-0.19 -0.26 -0.13
0.21 -0.08 0.17
0.01 0.30 -0.10
-0.09 -0.28 0.33
-0.30 -0.05 -0.04
0.15 -0.16 -0.27
0.09 0.06 0.14
0.17 0.28 0.28
0.16 -0.15 -0.32
-0.05 0.33 -0.04
-0.09 -0.18 0.22
-0.61 1.45 -0.23
0.56 -0.66 -0.27
0.20 -0.10 -0.51
-0.95 -0.72 0.75
0.75 0.15 0.57

Calculated values
energy above the lowest of the compared OMol25 structures with the same formula, charge and spin = 0.746 eV
2S+1 = 8
<S²> = 15.760
HOMO energy (alpha / beta) = -10.86 / -11.84 eV
net charge = +1
frontier orbital gap (alpha / beta) = 7.5 / 8.5 eV
max |F| = 0.055 Eh/bohr


3.
Entry from the Open Molecules 2025 dataset: C29H29BGeN8NaO as an isolated structure (ωB97M-V/def2-TZVPD).

Each line ends with the Mulliken charge.
Element x y z (Å)
Na (-0.274995, -0.030354, 0.147538)  0.901
C (2.792153, -2.038930, 2.696586)  -1.772
C (1.424112, -1.755067, 2.749835)  -0.127
N (1.024155, -1.078703, 1.686066)  -0.616
N (2.134921, -0.894796, 0.920130)  0.283
C (3.201575, -1.478199, 1.511079)  -0.014
B (2.181228, -0.203041, -0.469067)  -0.035
N (1.702480, 1.317929, -0.355372)  1.486
C (2.024741, 2.301555, -1.222226)  -0.483
C (1.389338, 3.458790, -0.836211)  -1.031
C (0.675006, 3.084210, 0.309481)  -0.492
N (0.852803, 1.805788, 0.599765)  -0.756
N (1.254279, -0.980908, -1.495546)  0.857
C (1.300002, -0.896132, -2.838096)  -0.053
C (0.268521, -1.640043, -3.368762)  -1.254
C (-0.372091, -2.174625, -2.243457)  -0.429
N (0.205758, -1.780532, -1.118623)  -0.483
N (3.597533, -0.167559, -0.985795)  0.917
C (4.607077, 0.618769, -0.525947)  -0.422
C (5.763043, 0.225276, -1.145714)  -0.847
C (5.358555, -0.834590, -1.982873)  -0.384
N (4.066027, -1.071652, -1.881332)  -1.154
H (3.388610, -2.578807, 3.409685)  0.457
H (0.708790, -2.034590, 3.510174)  0.633
H (4.167589, -1.454424, 1.036937)  0.392
H (2.711487, 2.112499, -2.030965)  0.494
H (1.460118, 4.429959, -1.292931)  0.460
H (0.044794, 3.692126, 0.941279)  0.460
H (2.091300, -0.349377, -3.320910)  0.471
H (0.052830, -1.812162, -4.408225)  0.455
H (-1.221566, -2.839772, -2.203127)  0.452
H (4.422617, 1.389270, 0.204816)  0.508
H (6.748435, 0.636913, -1.018963)  0.444
H (5.957156, -1.427920, -2.655078)  0.479
O (-1.377499, 0.912956, -1.568705)  -0.405
H (-1.366561, 1.835123, -1.844308)  0.251
H (-1.208208, 0.371194, -2.354016)  0.211
C (-4.094000, -0.118297, 0.014157)  -1.080
Ge (-2.950995, -0.139370, 1.558775)  0.169
C (-2.598231, -1.862009, 2.298559)  0.859
C (-3.383026, -2.137462, 3.425707)  -0.725
C (-3.307415, -3.382083, 4.031728)  -0.738
C (-2.438327, -4.339497, 3.530720)  -0.572
C (-1.651696, -4.063878, 2.420262)  -0.588
C (-1.728081, -2.829430, 1.795075)  -0.051
C (-2.682121, 1.479823, 2.461815)  1.530
C (-3.620752, 2.455168, 2.130655)  -0.717
C (-3.722726, 3.645352, 2.859939)  -1.156
C (-2.856448, 3.865981, 3.898745)  -0.659
C (-1.854736, 2.930536, 4.249509)  0.702
C (-0.943463, 3.196641, 5.299308)  -0.907
C (0.040859, 2.298034, 5.599787)  -0.747
C (0.155399, 1.104439, 4.861313)  -0.733
C (-0.718441, 0.819237, 3.847835)  0.765
C (-1.749515, 1.721059, 3.523981)  0.423
H (-5.094986, -0.351156, 0.392688)  0.477
H (-3.810429, -0.918843, -0.667949)  0.417
H (-4.103174, 0.828903, -0.515564)  0.368
H (-4.052112, -1.393753, 3.848685)  0.424
H (-3.917206, -3.598871, 4.898123)  0.418
H (-2.369311, -5.306520, 4.010892)  0.420
H (-0.970554, -4.811307, 2.036225)  0.473
H (-1.101036, -2.630980, 0.933253)  0.458
H (-4.305261, 2.297298, 1.304937)  0.369
H (-4.473560, 4.378283, 2.601750)  0.437
H (-2.918084, 4.784828, 4.469656)  0.440
H (-1.037340, 4.124574, 5.848259)  0.421
H (0.740839, 2.506442, 6.397191)  0.410
H (0.954982, 0.410903, 5.086939)  0.519
H (-0.577304, -0.081998, 3.266922)  -0.679

Forces on the atoms, in the same order (eV/Å):
-0.57 0.10 0.36
0.05 0.01 -0.03
-0.12 -0.08 0.02
0.18 0.15 -0.11
0.05 -0.10 -0.04
0.03 0.03 -0.06
-0.15 0.04 0.00
0.01 -0.10 0.13
0.08 -0.10 -0.08
0.04 -0.01 -0.03
-0.07 0.06 0.03
0.37 -0.01 -0.09
-0.01 -0.05 0.16
0.12 0.14 -0.01
0.06 0.05 -0.01
-0.06 -0.04 -0.02
0.32 -0.02 -0.13
0.07 0.04 -0.15
0.01 0.05 0.00
-0.04 0.00 0.04
0.03 -0.03 -0.01
-0.01 -0.07 0.07
0.02 0.00 0.00
0.00 0.00 0.01
0.03 -0.04 0.05
-0.01 0.04 -0.03
0.00 0.01 -0.01
-0.01 -0.01 0.01
-0.02 0.00 -0.05
0.00 -0.01 -0.01
-0.01 0.00 0.01
0.01 0.01 0.00
0.01 0.01 0.00
0.01 0.00 -0.01
-0.30 -0.13 0.04
0.15 0.00 -0.07
0.06 0.09 -0.06
0.00 -0.05 -0.05
-0.52 -0.08 0.18
0.09 -0.05 0.21
0.08 0.02 0.07
0.01 0.01 -0.01
0.04 -0.03 -0.01
0.00 0.00 0.00
-0.12 0.07 -0.17
-0.10 0.31 -0.07
0.02 -0.11 -0.10
0.07 -0.01 0.04
0.00 0.01 0.01
-0.01 0.09 0.03
0.01 -0.08 -0.05
-0.05 0.08 0.02
0.01 -0.05 -0.02
0.09 0.04 0.10
0.00 -0.27 -0.08
-0.01 0.02 -0.05
0.05 -0.01 0.03
0.02 0.02 0.03
0.03 0.03 -0.02
-0.01 0.01 0.00
-0.01 0.00 0.00
0.01 0.00 0.00
0.03 -0.01 0.01
0.00 -0.01 0.01
-0.01 0.00 -0.01
-0.01 0.01 0.00
0.01 0.01 0.01
0.01 -0.01 0.00
0.01 0.00 -0.01
-0.04 0.00 -0.01

Calculated values
energy above the lowest of the compared OMol25 structures with the same formula, charge and spin = 2.764 eV
2S+1 = 1
HOMO energy = -11.08 eV
net charge = +1
frontier orbital gap = 6.2 eV
max |F| = 0.013 Eh/bohr